(1)
Formula: C32H46ClIrNO4P4
Source: the OMol25 dataset
Level of theory: ωB97M-V with the def2-TZVPD basis set

The geometry in XYZ format:
```
89
Properties=species:S:1:pos:R:3:forces:R:3:lowdin_charge:R:1
H 1.217498 4.999223 1.525933 -0.271 -0.016 0.324 0.0187
C -1.229416 -1.631668 5.321937 0.033 -0.026 0.518 -0.1705
O 2.163837 1.528120 3.917873 -0.153 2.358 1.193 -0.4015
C -1.568294 -2.497811 -3.193259 1.738 -0.568 1.377 -0.0397
C -3.384917 -1.093354 3.386230 -0.364 0.053 -0.098 -0.1569
H 3.168164 -0.738675 -0.054346 0.252 0.105 0.005 0.0248
C 0.418122 -3.973140 -1.882991 0.012 0.280 -0.012 -0.0560
H 1.841091 -2.046827 -6.869907 -0.105 0.049 0.113 0.1205
H -1.632099 -1.358095 -0.320056 0.132 -0.338 -0.895 0.0494
H -1.947664 -2.185587 5.947290 0.221 0.166 -0.164 0.0815
H 4.784329 0.714084 3.998178 -0.052 0.251 -0.471 0.0637
P 3.321893 0.254053 2.108892 0.190 -0.158 0.765 0.6870
H 2.468757 2.111909 -6.294946 -0.046 0.207 0.077 0.1251
H 4.026412 -1.892522 2.996961 -0.197 0.111 0.103 0.0653
P -1.738859 -1.772017 3.610759 1.566 0.253 -1.604 0.8916
H -3.412853 0.512847 -6.558697 0.240 -0.086 0.306 0.1352
H -0.873194 2.954849 4.443789 -0.150 0.017 -0.332 0.0342
H 1.305836 2.030671 -4.136901 0.081 -0.131 -0.176 0.1090
H -2.352917 -1.982190 -3.685805 -0.513 0.424 -0.380 0.0900
C 1.426125 1.116723 -4.718262 0.061 0.128 0.182 -0.0867
C -4.125486 0.945362 -3.309747 0.552 0.095 1.369 -0.0536
C 3.958192 -0.208476 0.491868 0.116 -0.403 -0.275 -0.2629
C 2.067540 1.172954 -5.946838 -0.523 2.849 2.343 -0.0233
H -2.002294 4.161227 0.751032 0.279 -0.331 -0.077 0.0722
P -0.174946 -0.004094 -2.726078 -1.014 -1.720 -1.846 1.0888
C -3.257429 0.575643 -5.479046 4.496 -0.934 -2.334 -0.0220
C 0.483876 -0.000606 0.339546 -0.419 4.681 -0.138 -0.2085
C -1.322381 3.296975 0.651729 -0.395 0.140 -0.422 -0.2502
H 2.926247 -1.018045 4.119500 0.010 -0.017 -0.338 0.0575
H -3.520466 -0.218836 4.038187 0.082 -0.224 -0.188 0.0690
H -4.954699 1.177168 -2.656143 -0.025 -0.037 0.038 0.1161
H 2.268907 -1.819706 2.654304 0.149 -0.060 0.176 0.0288
C 0.489001 4.809146 2.326656 0.087 -0.183 -0.217 -0.2433
H 0.996948 4.850645 3.300395 -0.161 0.008 -0.271 0.0487
H 2.721678 0.106823 -7.696481 0.070 -0.088 -0.171 0.1154
C -1.754218 0.470755 -3.570690 3.412 -0.769 -0.151 -0.2897
C 3.122510 -1.272730 3.069449 0.141 -0.307 -0.221 -0.2315
H -2.443883 -4.427035 -3.605878 0.346 0.257 0.071 0.1217
O -1.645002 -1.193878 0.614844 -0.142 0.288 0.786 -0.0616
H -0.218071 -2.051181 5.470676 -0.489 0.168 -0.168 0.0849
C 0.495745 -2.578554 -1.916952 -0.369 -0.164 0.098 -0.1094
H 4.258543 0.683988 -0.073269 -0.109 -0.291 0.209 0.0409
C -4.340608 0.850173 -4.674279 -3.284 0.881 2.272 -0.0490
H 0.142105 -2.137035 1.000467 0.118 1.468 -0.279 0.1530
P -0.278764 3.167053 2.097437 -0.646 0.354 1.410 0.6602
H 0.688238 -2.210826 -4.742280 -0.250 -0.478 0.233 0.0957
Cl 2.545633 2.751954 0.884804 0.596 0.779 -0.761 0.0952
C -1.978143 0.386033 -4.963864 -0.711 0.325 -1.317 -0.0537
H 1.171936 -4.525792 -1.335287 0.054 -0.016 -0.147 0.1121
C -0.623008 -4.648405 -2.520608 0.707 0.288 0.628 -0.0600
H -0.277054 0.416928 4.245984 0.787 0.230 -1.260 0.0651
H 0.900441 1.602855 -1.518443 -0.631 -1.703 3.305 0.0829
H -4.152101 -1.841835 3.631756 0.223 0.198 -0.005 0.0740
C -1.595695 -3.907683 -3.146693 -1.098 0.745 -0.612 -0.0579
H -5.336794 1.002444 -5.081268 0.260 -0.059 0.037 0.1288
C -0.493196 -1.801578 -2.546219 -0.587 -1.194 -0.162 -0.3426
N 2.245451 2.824959 4.626907 -4.003 -2.519 0.776 -0.4286
Ir 1.154507 1.314234 2.071322 3.315 0.490 -1.721 0.9385
H -0.312543 5.563176 2.294228 0.252 -0.232 0.064 0.0685
H 4.601322 2.184930 2.971671 0.172 -0.523 -0.054 0.0257
C -1.440605 3.041987 3.506111 -0.252 0.087 -0.169 -0.2348
C 0.003590 0.246858 3.166930 -1.921 -2.472 0.972 -0.3179
H -0.660534 -5.730359 -2.479463 -0.093 0.084 -0.098 0.1187
H -2.104027 3.919838 3.559634 0.234 -0.269 -0.030 0.0674
O 3.201494 3.467669 4.447571 0.881 0.787 -0.036 0.1397
H -2.741876 0.803323 -1.673762 -0.074 -0.005 0.053 0.0981
H 5.662174 0.806614 2.423976 -0.401 0.203 0.235 0.0662
H -2.481912 -4.031690 3.563348 0.311 -0.083 -0.237 0.0735
H -1.226566 -0.578519 5.648310 -0.091 -0.476 -0.093 0.0659
C -0.290925 -1.074858 1.116155 -1.070 -2.893 -1.989 -0.4181
C 1.715179 -1.150891 -6.269832 0.291 -0.178 -0.347 -0.0543
H -0.693143 -3.902297 3.410539 -0.227 0.052 -0.095 0.0748
C 4.740956 1.093583 2.963673 -0.392 -0.100 -0.344 -0.2043
O 1.249193 3.033647 5.371279 2.570 -0.141 -1.819 0.0307
C 1.061547 -1.258539 -5.033481 0.923 -1.796 -2.175 -0.0469
C -0.491896 -0.890677 2.585219 -0.444 1.972 1.854 -0.3777
H -1.174398 0.173068 -5.661045 -0.068 0.002 0.173 0.1104
C 0.373023 0.687653 -0.908804 0.901 -1.281 -0.910 -0.1853
H 4.822519 -0.877631 0.636049 -0.249 0.261 -0.144 0.0668
H 1.336777 -2.091400 -1.433620 -0.014 0.020 -0.029 0.0962
C -1.654782 -3.486045 3.086502 -0.461 -0.161 0.329 -0.1635
H -3.497796 -0.791373 2.334393 0.078 -0.148 0.350 0.0607
C 0.911930 -0.091068 -4.221049 -0.670 3.403 2.648 -0.3033
H -1.745406 -3.535031 1.994263 -0.043 0.010 0.283 0.0632
H -2.055810 2.140808 3.352633 0.164 0.280 0.115 0.0356
C 2.217695 0.040419 -6.750626 -0.001 -3.292 -1.352 -0.0592
H -1.907060 2.371705 0.567892 0.113 0.212 -0.063 0.0437
H -0.697759 3.414374 -0.240105 -0.160 -0.006 0.100 0.0453
C -2.865467 0.749113 -2.748066 -3.871 0.858 1.308 -0.0717
```
Forces are in eV/Å.

Values from the calculation:
**LUMO (spin up / spin down)**: -5.25 / -8.42 eV
**Kohn-Sham gap (spin up / spin down)**: 4.72 / 4.80 eV
**2S+1**: 6
**Total charge**: +2
**HOMO energy (spin up / spin down)**: -10.0 / -13.2 eV



(2)
Formula: C9H16NS2
Source: the OMol25 dataset
Level of theory: ωB97M-V with the def2-TZVPD basis set

The geometry in XYZ format:
```
28
Properties=species:S:1:pos:R:3:forces:R:3:lowdin_charge:R:1
H -0.142509 2.589279 1.650823 0.675 1.687 0.823 0.1477
H 1.622134 1.282610 0.569260 1.116 2.220 -1.889 0.0801
H 1.226408 -1.636533 -1.812257 -0.470 0.265 -0.488 0.0778
C 2.265426 -2.636826 2.123988 -2.604 0.438 0.799 -0.3261
H -1.845508 1.984681 -2.478667 -2.331 -0.559 1.100 0.0641
H 2.779538 -3.572847 1.982828 0.470 0.164 0.093 0.0785
H 1.427070 0.820314 -2.653486 1.409 -0.022 -1.132 0.0626
C -0.074813 0.039237 -1.538377 -1.590 -0.511 -0.229 -0.6175
N -0.170052 1.622110 1.850719 -0.456 -2.199 -0.627 0.1530
H -1.125601 1.412670 1.403047 1.149 -0.711 0.213 0.0826
H 0.556994 -3.228724 3.331466 -0.515 -1.317 0.776 0.0866
C 0.239234 -1.274153 -1.498289 1.639 1.986 0.281 -0.0081
H -0.419616 -1.427012 1.861767 -1.182 0.050 -0.430 0.1171
C 1.282930 -0.344807 1.686261 -0.848 3.278 -0.386 -0.5736
C 0.968497 0.926859 1.258899 0.135 -3.831 1.539 -0.1702
H -0.048227 1.240522 2.798803 -1.034 1.455 0.277 0.1582
H 0.584920 2.056697 -1.739371 -0.258 -0.026 -0.658 0.0829
C 1.075011 -2.516165 2.778744 1.954 2.695 -2.006 -0.0918
H -2.986008 0.545477 -2.423898 -0.603 -0.127 -0.762 0.0279
H -3.396125 1.871289 -1.348163 -0.991 1.137 0.545 0.0144
C -2.631849 1.379104 -1.860009 3.958 -0.545 -1.301 -0.3177
H -0.241857 -1.938743 -0.832852 -0.931 -0.591 0.353 0.0415
S 2.722601 -1.148378 1.248942 0.566 -0.896 -0.212 1.0356
C 0.476032 1.173947 -2.389009 -1.405 -1.140 1.071 -0.1007
H -0.247073 1.267719 -3.239899 1.188 0.413 0.539 0.0947
C 0.375321 -1.126802 2.507289 0.924 -3.347 1.069 -0.1741
H -0.032079 -0.722103 3.422610 -0.074 0.464 0.276 0.1253
S -1.573978 0.540312 -0.621468 0.106 -0.431 0.363 0.8492
```
Forces are in eV/Å.

Values from the calculation:
**LUMO**: -3.00 eV
**Kohn-Sham gap**: 8.69 eV
**Energy above the lowest of the compared OMol25 structures with the same formula, charge and spin**: 2.531 eV
**Total charge**: +1
**HOMO energy**: -11.7 eV



(3)
Formula: C6H16NS
Source: the OMol25 dataset
Level of theory: ωB97M-V with the def2-TZVPD basis set

The geometry in XYZ format:
```
24
Properties=species:S:1:pos:R:3:forces:R:3:lowdin_charge:R:1
C -1.308977 0.878361 -0.457952 0.311 -0.099 -1.272 -0.2885
H -3.145964 2.108438 -0.370466 1.263 -0.553 1.471 0.1181
H -0.570397 -0.280744 1.428987 -0.640 0.568 -1.451 0.1306
H -1.727451 0.555274 -1.439958 0.798 -0.285 0.489 0.1192
N 0.972961 -0.289501 -0.010295 -2.850 -1.188 -2.122 -0.4593
H 0.817850 1.330198 1.214791 1.014 0.345 0.050 0.1294
H 1.185857 -1.171519 1.758049 0.794 -0.951 -0.491 0.1218
H 1.277355 0.469816 -1.845822 -0.288 -0.928 -1.265 0.1005
H 0.352144 -1.217601 -1.786065 -0.190 0.523 -0.585 0.0575
H 2.579751 0.951092 0.504894 -1.177 0.172 0.614 0.1417
H 1.332282 1.629634 -0.485283 -0.117 0.749 0.253 0.0802
S -1.381914 -1.940277 -0.142242 0.717 2.215 -3.412 0.8849
C -0.629629 -0.297966 0.290510 0.674 -0.719 0.843 -0.5064
H 2.138355 -1.243982 -1.612889 -2.001 2.052 0.133 0.1641
H 2.707174 -1.129933 0.676748 -1.746 -0.871 0.271 0.1414
C 1.158854 -0.557463 -1.489244 2.723 -1.039 0.869 0.0167
H -1.625184 -2.426218 0.974284 -0.322 -0.992 3.269 -0.1753
H -2.159268 1.695679 1.279050 -0.639 0.988 -0.359 0.0782
C 1.464525 1.010911 0.386182 1.176 0.515 -0.173 -0.0150
C 1.573569 -1.349044 0.722657 1.821 -1.488 1.518 -0.0769
H -3.273315 0.589882 0.560748 0.904 0.361 -0.639 0.0917
C -2.531969 1.394976 0.288289 -0.964 -0.245 0.292 -0.1021
H 1.315863 -2.385316 0.283529 0.371 1.836 0.965 0.1245
H -0.522483 1.675308 -0.728504 -1.630 -0.966 0.729 0.1231
```
Forces are in eV/Å.

Values from the calculation:
**LUMO**: -2.74 eV
**Kohn-Sham gap**: 11.11 eV
**Energy above the lowest of the compared OMol25 structures with the same formula, charge and spin**: 2.302 eV
**Total charge**: +1
**SMILES**: CC[C@@H](S)[N+](C)(C)C
**HOMO energy**: -13.8 eV



(4)
Formula: C4H8N2O2
Source: the OMol25 dataset
Level of theory: ωB97M-V with the def2-TZVPD basis set

The geometry in XYZ format:
```
16
Properties=species:S:1:pos:R:3:forces:R:3:lowdin_charge:R:1
C 2.651839 0.109729 -0.239441 3.420 1.147 2.218 -0.0594
H -2.894353 -1.201805 0.826182 -0.931 3.397 -2.251 0.1686
N 1.221765 -0.004144 -0.156538 1.412 -2.354 1.260 -0.1585
O -0.910210 -1.189426 -0.706680 -0.942 -0.455 -1.605 0.0231
N -0.939851 0.998426 0.188908 2.735 -1.592 -3.247 0.1011
C 0.330514 0.938242 -0.186814 1.690 2.501 2.441 -0.1689
H 2.876755 -0.546578 0.650360 0.738 0.830 -1.115 0.0913
H 3.305887 1.179062 0.072001 -2.692 -2.731 -1.377 0.1710
H 3.097231 -0.400503 -1.117183 -0.475 0.700 0.301 0.0881
H 0.948538 1.830736 -0.142874 -0.500 0.908 -1.024 0.1364
H 0.094173 -1.331095 0.294426 0.953 -1.355 0.304 0.0408
C -1.493565 -0.182916 -0.330515 0.235 2.433 3.840 -0.6355
H -2.947488 0.915488 0.966783 0.255 -3.217 -2.659 0.1388
C -2.825252 -0.061675 0.161614 -5.600 -0.862 0.965 -0.0830
O 1.072546 -1.246267 0.600474 -2.008 2.025 -1.523 -0.0141
H -3.588534 0.192728 -0.880710 1.709 -1.375 3.470 0.1603
```
Forces are in eV/Å.

Values from the calculation:
**LUMO**: 0.24 eV
**Kohn-Sham gap**: 9.59 eV
**Energy above the lowest of the compared OMol25 structures with the same formula, charge and spin**: 7.643 eV
**SMILES**: CC(=O)/N=C\N(C)O
**HOMO energy**: -9.4 eV



Values of calculated total energy, in order: -96099.5452, -32743.3588, -18798.3584, -11346.4700, all in eV.